Record 1
Computed, not measured: an isolated molecule of C5H6ClNO3, with ωB97M-V/def2-TZVPD.

Output
Energy relative to the best compared isomer or geometry (same formula, charge and spin): 311.8 kJ/mol
Gap between HOMO and LUMO (alpha / beta): 7.50 / 6.99 eV
E_HOMO (alpha / beta): -7.56 / -6.98 eV
Calculated total energy: -25432.590 eV

The geometry in ORCA input format:
```
! RIJCOSX wB97M-V def2-TZVPD def2/J DEFGRID3
* xyz 0 1
C -0.02070 -0.49622 -0.88242
C -1.15924 -0.26503 -3.04193
C 0.56564 0.13479 0.32396
C 0.84294 1.43630 0.55502
C 0.03608 -1.63735 1.89548
N -0.68232 0.19815 -1.86920
O 0.56785 2.35165 -0.36940
O -2.23669 -0.44583 -3.51546
O 0.98766 -0.71096 1.34859
Cl 1.53406 2.09920 2.03806
H -0.03616 -1.51689 -1.10903
H 0.28811 -1.60418 3.00839
H 0.13823 -2.70573 1.53472
H -0.98288 -1.21865 1.83723
H -0.72477 1.19882 -1.79282
H 0.88219 3.18191 0.03881
*
```

=====

Record 2
Computed, not measured: an isolated molecule of C2H3N2OP, with ωB97M-V/def2-TZVPD.

Output
SMILES: On1nccp1
Energy relative to the best compared isomer or geometry (same formula, charge and spin): 325.1 kJ/mol
Gap between HOMO and LUMO: 8.83 eV
E_HOMO: -8.50 eV
Calculated total energy: -16435.078 eV

The geometry in ORCA input format:
```
! RIJCOSX wB97M-V def2-TZVPD def2/J DEFGRID3
* xyz 0 1
C -1.31689 -0.09739 0.06301
C -0.92010 1.17627 0.00569
N -0.05502 -1.14127 0.18696
N 0.95377 -0.28158 0.12739
O 2.26774 -0.75711 0.03361
P 0.81766 1.36984 0.12548
H -2.30855 -0.47368 -0.27064
H -1.73536 1.91392 0.07032
H 2.29676 -1.70901 -0.34182
*
```

=====

Record 3
Computed, not measured: an isolated molecule of C5H7NO, with ωB97M-V/def2-TZVPD.

Output
Energy relative to the best compared isomer or geometry (same formula, charge and spin): 439.0 kJ/mol
Gap between HOMO and LUMO: 8.22 eV
E_HOMO: -7.60 eV
Calculated total energy: -8831.653 eV

The geometry in ORCA input format:
```
! RIJCOSX wB97M-V def2-TZVPD def2/J DEFGRID3
* xyz 0 1
O -1.63694 1.46025 1.38867
C -0.90199 0.78290 0.72418
C -1.31102 -0.13209 -0.45754
N 0.00108 -0.76257 -0.63530
C 0.99049 0.34660 -0.63699
C 0.59324 0.53612 0.82830
C 0.46114 -1.01110 1.01473
H -1.62991 0.47113 -1.31958
H -2.07981 -0.86057 -0.20626
H 0.76465 1.14075 -1.36428
H 2.00260 -0.03124 -0.78534
H 1.14163 1.15441 1.53328
H 1.49061 -1.39290 0.81679
H 0.10718 -1.68759 -1.01600
*
```

=====

Record 4
Computed, not measured: a structure of composition C17H17BN8O6Sn, with ωB97M-V/def2-TZVPD.

Output
Gap between HOMO and LUMO: 7.23 eV
E_HOMO: -8.34 eV
Calculated total energy: -48615.569 eV

The geometry in ORCA input format:
```
! RIJCOSX wB97M-V def2-TZVPD def2/J DEFGRID3
* xyz 0 1
H 0.46627 -1.19863 2.58002
N 0.42284 -2.22589 0.72006
B 0.08742 -4.03173 -1.09236
N 0.23761 -3.53459 0.36986
C 0.19647 -4.28623 1.47494
Sn 0.75851 -0.65715 -0.78728
H 0.09280 -5.35248 1.35067
C 0.31424 -3.44772 2.57351
H 0.31214 -3.74856 3.60184
C 0.43083 -2.14760 2.06688
H -0.24638 -5.18685 -1.15377
C 1.94415 2.23816 -2.41435
H 2.07303 3.31445 -2.24572
H 0.94515 2.06813 -2.83144
H 2.70360 1.86825 -3.11287
N 1.47390 -3.78300 -1.72086
N -0.91967 -3.10000 -1.82159
N 2.01259 -2.52508 -1.68747
N -0.97243 -1.73159 -1.69524
C 2.31905 -4.64171 -2.30659
C -1.88603 -3.50400 -2.65592
H 2.04124 -5.68490 -2.39314
H -1.95092 -4.55534 -2.89153
C 3.44043 -3.92346 -2.69748
C -2.60649 -2.39018 -3.06560
C 3.21011 -2.59498 -2.30572
C -2.01308 -1.28628 -2.43531
H 4.29892 -4.30901 -3.21146
H -3.43612 -2.39142 -3.74380
H 3.82989 -1.72545 -2.45802
H -2.31151 -0.24823 -2.46213
H 2.05006 1.72954 -1.44279
O 1.42429 1.65950 0.84946
C 0.17165 1.69779 0.93199
O -0.60496 0.74785 0.48869
C -0.49413 2.92138 1.57631
C -1.79590 2.86559 2.10646
C -2.35595 3.99371 2.75840
C -1.67047 5.20896 2.84623
C -0.38843 5.27749 2.29634
C 0.20298 4.14340 1.68708
N 0.32142 6.52371 2.35921
O -0.25304 7.48628 2.91233
O 1.45674 6.60912 1.85582
N -3.66023 3.89689 3.34813
O -4.25898 2.80678 3.28076
O -4.13428 4.90135 3.91891
H -2.38136 1.95186 2.04181
H -2.11321 6.07521 3.33187
H 1.21527 4.22665 1.30486
*
```

=====

Taking the records one at a time from the top gives F_max values of 0.0473 0.1095 0.0271 0.0591 Eh/bohr.